No. 1
Density functional theory data (wB97M-V/def2-TZVPD) for C33H25AsEuF4NO8S2 as an isolated structure.

## Properties
E_HOMO (alpha / beta): -5.5 / -8.7 eV
spin multiplicity: 7
frontier orbital gap (alpha / beta): 5.027 / 6.350 eV
total charge: 0

```
75
C33H25AsEuF4NO8S2 (wB97M-V/def2-TZVPD)
Eu -0.230 -0.123 2.910
C 1.133 6.213 -1.761
C 1.954 4.903 -2.122
C 2.026 4.590 -3.593
C 3.070 3.490 -3.892
C 2.576 2.305 -3.117
C 3.023 1.030 -3.460
C 2.676 -0.109 -2.734
F 3.043 -1.284 -3.194
C 2.286 0.060 -1.433
C 1.651 1.300 -1.095
C 0.937 1.399 0.180
O 0.585 0.368 0.795
C 0.547 2.699 0.559
C 0.856 3.748 -0.273
N 1.521 3.660 -1.383
C 1.910 2.417 -1.874
C -0.218 3.043 1.749
O -0.747 4.136 1.855
O -0.314 2.068 2.597
H 1.533 6.948 -2.456
H 1.419 6.648 -0.835
H 0.033 6.198 -1.801
H 2.924 4.994 -1.699
H 2.200 5.550 -4.171
H 1.082 4.253 -3.971
H 4.082 3.813 -3.652
H 3.312 3.090 -4.942
H 3.516 0.891 -4.417
H 2.031 -0.777 -0.773
H 0.362 4.713 -0.201
S -2.211 -3.405 4.194
C -3.344 -3.375 2.741
C -4.650 -3.691 2.973
C -5.723 -3.689 2.059
C -5.391 -3.265 0.844
C -4.059 -2.965 0.553
C -2.966 -3.029 1.452
As -1.169 -2.403 1.059
C -0.517 -3.559 -0.315
C -1.207 -4.280 -1.231
C -0.603 -5.051 -2.200
C 0.790 -5.143 -2.171
C 1.552 -4.424 -1.226
C 0.859 -3.664 -0.292
C -1.917 -0.842 0.170
C -1.588 -0.415 -1.057
C -1.804 0.890 -1.431
C -2.389 1.801 -0.572
C -2.736 1.397 0.726
C -2.505 0.043 0.999
H -4.849 -4.181 3.920
H -6.709 -3.842 2.427
H -6.123 -3.151 0.062
H -3.933 -2.556 -0.449
H -2.245 -4.122 -1.295
H -1.173 -5.510 -3.033
H 1.337 -5.791 -2.888
H 2.600 -4.553 -1.117
H 1.499 -3.156 0.428
H -0.904 -1.019 -1.666
H -1.582 1.141 -2.457
H -2.501 2.788 -0.982
H -2.870 2.094 1.588
H -2.816 -0.256 1.994
O -1.373 -1.979 4.018
O -2.151 -0.733 3.944
F 4.397 -1.026 5.896
C 3.437 -1.608 5.160
F 4.088 -2.587 4.446
F 2.459 -2.215 5.825
S 2.690 -0.395 3.964
O 2.044 -1.222 2.942
O 3.834 0.363 3.501
O 1.643 0.348 4.701
```

Here are the Mulliken charges for atoms 1 to 4, given in e: Eu 0.90; C -1.83; C 0.51; C -0.93

---

No. 2
Density functional theory data (wB97M-V/def2-TZVPD) for C22H37N2PRuSi as an isolated structure.

## Properties
E_HOMO (alpha / beta): -13.6 / -14.0 eV
spin multiplicity: 5
frontier orbital gap (alpha / beta): 8.059 / 6.004 eV
total charge: +2

```
64
C22H37N2PRuSi (wB97M-V/def2-TZVPD)
C 1.732 3.170 -3.276
C 0.354 3.104 -3.108
C -0.227 2.085 -2.344
C 0.587 1.129 -1.723
C 1.984 1.205 -1.891
C 2.548 2.215 -2.671
C -1.711 2.115 -2.134
C -2.370 0.782 -1.784
N -1.944 -0.328 -2.736
Ru -0.222 -0.236 -0.402
C 2.868 0.232 -1.176
P 1.821 -1.044 -0.306
H -0.303 3.850 -3.563
H 3.634 2.247 -2.774
H 2.174 3.968 -3.873
H 3.483 0.737 -0.411
H 3.558 -0.283 -1.864
H -1.969 2.830 -1.332
H -2.196 2.513 -3.042
H -2.255 0.450 -0.734
C 2.809 -1.337 1.189
C 2.151 -2.520 -1.316
H -3.451 0.888 -1.931
C -3.189 -0.906 -3.376
C -1.107 -1.475 -2.326
H 0.276 -1.223 0.912
H -3.778 -1.407 -2.602
H -3.762 -0.090 -3.824
H -2.883 -1.616 -4.148
H -1.283 -2.287 -3.038
H -0.033 -1.240 -2.430
H -1.432 -1.861 -1.342
H 3.200 -2.824 -1.198
H 1.494 -3.329 -0.973
H 1.946 -2.311 -2.373
H 3.660 -1.991 0.953
H 3.167 -0.388 1.606
H 2.163 -1.828 1.926
H -1.507 0.134 -3.557
C -3.274 1.767 1.465
Si -1.745 1.135 2.336
C -1.364 2.257 3.779
C -1.996 -0.602 2.967
N -0.398 1.151 1.184
C 0.592 2.117 1.329
C 0.492 3.379 0.686
C 1.635 4.144 0.495
C 2.849 3.746 1.065
C 2.913 2.604 1.870
C 1.783 1.809 2.035
H -4.002 2.064 2.237
H -3.745 1.002 0.832
H -3.058 2.650 0.847
H -2.233 2.281 4.452
H -0.499 1.899 4.353
H -1.156 3.286 3.458
H -1.809 -1.355 2.190
H -1.331 -0.808 3.817
H -3.035 -0.710 3.312
H -0.478 3.676 0.281
H 1.576 5.053 -0.105
H 3.748 4.342 0.898
H 3.840 2.325 2.374
H 1.778 0.920 2.671
```

Here are the Mulliken charges for atoms 1 to 4, given in e: C -0.96; C -1.16; C 1.23; C 0.90

---

No. 3
Density functional theory data (wB97M-V/def2-TZVPD) for the molecule C5H8O.

## Properties
E_HOMO: -9.5 eV
frontier orbital gap: 10.263 eV
total charge: 0
ΔE to the lowest compared entry with this formula, charge and spin: 282.47 kJ/mol

```
14
C5H8O (wB97M-V/def2-TZVPD)
C 1.450 -1.102 0.093
C 1.277 0.387 -0.491
C 0.217 1.174 -0.294
C -1.037 0.858 0.438
C -1.858 -0.439 -0.135
H 2.281 -1.184 0.974
H 0.462 -1.724 0.452
H 1.768 -1.777 -0.679
H 2.167 0.839 -0.978
H 0.100 2.243 -0.638
H -0.863 0.685 1.635
H -1.756 1.817 0.485
H -1.113 -1.290 -0.484
O -3.095 -0.486 -0.379
```

Here are the Mulliken charges for atoms 1 to 4, given in e: C -0.97; C -0.11; C -0.20; C -0.49

---

No. 4
Density functional theory data (wB97M-V/def2-TZVPD) for the molecule C3H9NOS.

## Properties
E_HOMO: -8.8 eV
frontier orbital gap: 9.530 eV
total charge: 0
ΔE to the lowest compared entry with this formula, charge and spin: 110.99 kJ/mol

```
15
C3H9NOS (wB97M-V/def2-TZVPD)
C 0.339 0.225 -0.344
C -1.154 0.025 -0.200
C 1.118 -0.254 0.898
H -0.042 2.095 -1.168
H 1.436 1.964 -0.656
H 0.683 -0.328 -1.282
H -1.676 0.527 -1.105
H -1.592 0.699 0.684
H -2.492 -1.368 -0.242
H 2.073 0.317 0.967
H 0.612 0.061 1.789
H 0.289 -2.345 0.326
N 0.499 1.711 -0.433
O -1.559 -1.312 -0.145
S 1.467 -2.017 0.912
```

Here are the Mulliken charges for atoms 1 to 4, given in e: C 0.28; C -0.55; C -0.68; H 0.23

---

No. 5
Density functional theory data (wB97M-V/def2-TZVPD) for the molecule C16H20N6O.

## Properties
E_HOMO: -7.7 eV
frontier orbital gap: 7.802 eV
total charge: 0
ΔE to the lowest compared entry with this formula, charge and spin: 0.01 kJ/mol

```
43
C16H20N6O (wB97M-V/def2-TZVPD)
O 2.266 -0.022 -1.001
N -1.186 0.706 2.062
N -0.772 -0.950 3.531
C -1.595 0.082 3.125
C 0.152 -0.929 2.618
C 0.650 0.343 0.490
C 2.172 -4.122 -0.939
C 2.070 -4.731 0.278
C 1.965 -2.738 -1.011
C 1.773 -3.953 1.421
C 1.649 -1.898 0.114
C 1.561 -2.556 1.368
N -0.113 0.027 1.622
N 0.484 1.661 -0.013
N 0.488 4.240 -1.052
N 1.496 -0.495 -0.118
C -2.841 0.489 3.818
C 1.365 -1.786 2.649
C 0.756 5.546 -1.681
C -0.390 1.906 -1.171
C 0.746 2.789 0.915
C 0.185 3.094 -1.950
C 1.306 3.972 0.165
H 2.472 -4.696 -1.811
H 2.158 -5.798 0.394
H 1.955 -2.350 -2.016
H 1.731 -4.476 2.358
H -2.676 1.402 4.394
H -3.202 -0.299 4.520
H -3.566 0.708 3.025
H 1.324 -2.488 3.469
H 2.206 -1.113 2.780
H 1.727 5.497 -2.114
H 0.072 5.725 -2.514
H 0.724 6.353 -0.972
H -0.416 1.010 -1.798
H -1.369 2.197 -0.786
H 1.380 2.473 1.716
H -0.243 3.100 1.375
H -0.500 3.406 -2.760
H 1.119 2.776 -2.400
H 1.322 4.856 0.785
H 2.346 3.791 -0.132
```

Here are the Mulliken charges for atoms 1 to 4, given in e: O -0.70; N -1.18; N -0.76; C 0.51

---

No. 6
Density functional theory data (wB97M-V/def2-TZVPD) for a 4-piece molecular cluster, C31H36Br2ClF5IN5O9 overall.

## Properties
E_HOMO: -8.2 eV
frontier orbital gap: 5.757 eV
total charge: 0

```
90
C31H36Br2ClF5IN5O9 (wB97M-V/def2-TZVPD)
C -4.556 -1.350 -2.881
C -4.235 -0.025 -1.989
C -2.617 0.417 -1.969
C -2.076 0.045 -0.490
C -0.481 -0.045 -0.181
N 0.373 1.130 -0.529
C 0.444 1.750 -1.825
O -0.386 2.635 -2.449
F 1.744 1.661 -2.602
C 0.248 2.277 0.494
O -0.807 3.140 0.506
F 1.303 2.581 1.519
O -0.536 0.237 1.308
C -0.752 -0.855 2.172
O -0.158 -0.455 3.499
Cl -2.551 -1.216 2.644
C -0.085 -2.304 1.856
I 0.717 -3.353 3.658
N 0.951 -2.084 0.767
C 2.175 -1.301 1.220
C 3.623 -1.997 0.949
O 3.907 -3.148 0.350
O 4.817 -1.195 1.385
C 5.491 -0.665 0.155
C 5.292 0.928 -0.288
O 6.287 -1.466 -0.581
C 0.256 -1.502 -0.491
C 1.497 -1.410 -1.601
C 1.073 -1.373 -3.161
C 1.184 -2.770 -4.004
F 1.283 -4.006 -3.204
Br -0.379 -2.782 -5.317
C 2.528 -2.774 -5.000
F 3.808 -2.720 -4.260
F 2.495 -4.107 -5.712
Br 2.402 -1.399 -6.478
C -0.683 -2.684 -1.123
O -0.602 -4.009 -0.792
O -1.682 -2.565 -2.229
H -5.721 -1.364 -3.082
H -3.959 -1.454 -3.881
H -4.348 -2.301 -2.189
H -4.852 0.867 -2.490
H -4.612 -0.067 -0.869
H -2.022 -0.027 -2.875
H -2.697 1.609 -2.012
H -2.633 -0.966 -0.177
H -2.592 0.859 0.222
H -0.832 -0.590 4.228
H -0.974 -3.015 1.570
H 1.339 -3.058 0.575
H 2.242 -0.207 0.743
H 2.164 -1.046 2.389
H 4.160 1.065 -0.551
H 6.000 1.199 -1.196
H 5.560 1.581 0.665
H 2.235 -0.523 -1.412
H 2.134 -2.401 -1.409
H -0.005 -0.911 -3.372
H 1.825 -0.623 -3.709
N 4.173 -1.470 7.448
C 5.069 -2.507 7.487
C 5.298 -2.919 6.193
C 4.519 -2.098 5.344
C 3.836 -1.210 6.146
H 3.818 -0.973 8.255
H 5.464 -2.863 8.429
H 5.957 -3.723 5.893
H 4.461 -2.148 4.265
H 3.140 -0.418 5.901
N -7.399 1.021 -4.537
C -7.201 0.578 -5.818
C -7.053 1.679 -6.632
C -7.160 2.827 -5.811
C -7.371 2.392 -4.522
H -7.543 0.430 -3.729
H -7.184 -0.481 -6.041
H -6.884 1.658 -7.701
H -7.090 3.860 -6.126
H -7.504 2.938 -3.597
N -0.809 5.084 4.320
C 0.226 4.645 3.536
C 1.392 5.190 4.025
C 1.048 5.982 5.147
C -0.317 5.896 5.308
H -1.784 4.846 4.190
H 0.044 3.984 2.699
H 2.382 5.034 3.619
H 1.724 6.553 5.771
H -0.978 6.344 6.038
```

Here are the Mulliken charges for atoms 1 to 4, given in e: C -0.79; C -0.43; C 0.13; C -1.61

---

No. 7
Density functional theory data (wB97M-V/def2-TZVPD) for C12H37BCoNO8 as an isolated structure.

## Properties
E_HOMO (alpha / beta): -3.6 / -9.4 eV
spin multiplicity: 5
frontier orbital gap (alpha / beta): 3.936 / 9.693 eV
total charge: 0

```
60
C12H37BCoNO8 (wB97M-V/def2-TZVPD)
Co -11.455 1.439 -2.119
B -12.648 2.507 -0.683
H -12.511 2.863 -1.692
H -11.710 2.475 -0.149
H -13.359 3.114 -0.145
H -12.980 1.481 -0.652
C -16.501 3.021 1.159
C -16.467 1.910 2.229
O -15.328 1.049 2.113
O -15.520 4.025 1.360
H -17.390 3.605 1.394
H -16.640 2.676 0.134
H -17.381 1.329 2.104
H -16.494 2.396 3.204
H -14.663 1.498 2.639
H -14.869 3.938 0.660
C -15.071 5.550 -1.686
C -13.804 6.048 -1.038
O -12.809 6.336 -2.065
O -15.028 4.168 -1.976
H -15.255 6.076 -2.622
H -15.880 5.913 -1.052
H -13.650 5.360 -0.207
H -14.013 6.899 -0.390
H -13.212 6.922 -2.710
H -14.131 3.878 -1.794
C -10.377 2.982 2.044
C -11.265 4.212 1.953
O -10.898 5.363 2.746
O -9.074 3.108 1.423
H -10.788 2.095 1.563
H -10.345 2.648 3.082
H -12.314 4.031 2.187
H -11.352 4.512 0.908
H -10.021 5.612 2.446
H -8.650 3.941 1.641
C -10.013 4.169 -2.711
O -10.159 2.923 -2.053
C -8.811 2.494 -1.710
C -8.893 1.038 -1.107
N -9.799 0.140 -1.858
C -10.266 -1.001 -0.979
C -11.568 -1.658 -1.529
O -12.332 -0.480 -1.657
C -13.729 -0.803 -1.997
H -9.340 4.162 -3.568
H -9.677 4.868 -1.945
H -10.979 4.484 -3.104
H -8.368 3.109 -0.927
H -8.287 2.316 -2.649
H -9.177 1.106 -0.057
H -7.924 0.547 -1.015
H -9.154 -0.195 -2.560
H -10.486 -0.750 0.059
H -9.487 -1.761 -0.921
H -12.186 -2.286 -0.886
H -11.288 -2.102 -2.484
H -13.612 -1.209 -3.001
H -14.220 0.149 -2.200
H -14.198 -1.530 -1.334
```

Here are the Mulliken charges for atoms 1 to 4, given in e: Co 1.06; B 1.76; H 0.68; H -0.73

---

No. 8
Density functional theory data (wB97M-V/def2-TZVPD) for a 3-piece molecular cluster, C14H16BrIO4S2 overall.

## Properties
E_HOMO: -8.7 eV
frontier orbital gap: 7.479 eV
total charge: 0

```
38
C14H16BrIO4S2 (wB97M-V/def2-TZVPD)
O 4.234 -5.014 2.711
C 3.448 -4.203 2.157
C 3.885 -2.707 1.718
I 5.874 -2.476 0.879
C 2.956 -1.627 1.871
C 1.489 -1.934 2.477
O 0.890 -1.161 3.259
C 0.876 -3.359 2.026
C -0.630 -3.608 1.751
Br -1.967 -2.162 1.990
C -1.039 -5.053 1.276
C -0.011 -6.219 1.124
C 1.498 -5.970 1.420
C 1.899 -4.547 1.864
H 3.251 -0.566 1.530
H -2.147 -5.268 1.047
H -0.351 -7.273 0.807
H 2.305 -6.769 1.322
C -2.614 1.674 1.219
S -3.556 0.967 -0.150
O -3.060 -0.428 -0.362
C -2.829 2.003 -1.436
H -2.883 1.144 2.133
H -1.544 1.559 1.035
H -2.865 2.731 1.327
H -1.747 1.867 -1.458
H -3.073 3.049 -1.244
H -3.251 1.705 -2.397
C -0.007 4.492 -4.028
S 0.745 4.780 -2.411
O -0.047 4.008 -1.406
C 0.252 6.511 -2.276
H 0.147 3.447 -4.298
H -1.078 4.701 -3.984
H 0.471 5.133 -4.771
H -0.834 6.596 -2.338
H 0.722 7.088 -3.074
H 0.590 6.890 -1.310
```

Here are the Mulliken charges for atoms 1 to 4, given in e: O -0.51; C 0.37; C -0.21; I 0.10

---

No. 9
Density functional theory data (wB97M-V/def2-TZVPD) for a 5-piece molecular cluster, C28H55N2O4 overall.

## Properties
E_HOMO: -11.0 eV
frontier orbital gap: 9.320 eV
total charge: +1

```
89
C28H55N2O4 (wB97M-V/def2-TZVPD)
C -3.464 -6.536 2.741
C -3.266 -5.871 1.368
C -1.900 -6.166 0.736
C -1.449 -5.116 -0.281
C 0.028 -5.238 -0.683
C 0.751 -3.900 -0.915
C 1.824 -3.618 0.138
C 2.438 -2.226 -0.053
C 3.119 -1.546 1.101
N 3.731 -2.052 2.178
C 3.867 -3.459 2.589
C 2.794 -3.891 3.585
C 4.233 -1.014 2.946
C 3.942 0.126 2.302
N 3.255 -0.215 1.162
C 2.715 0.754 0.200
C 1.266 1.155 0.488
C 0.984 2.590 0.055
H -2.724 -7.324 2.909
H -4.451 -6.992 2.838
H -3.359 -5.815 3.556
H -3.389 -4.785 1.456
H -4.059 -6.203 0.689
H -1.944 -7.142 0.239
H -1.142 -6.254 1.526
H -2.064 -5.210 -1.184
H -1.649 -4.115 0.123
H 0.561 -5.792 0.103
H 0.103 -5.844 -1.588
H 0.018 -3.081 -0.890
H 1.206 -3.874 -1.911
H 2.598 -4.388 0.052
H 1.367 -3.711 1.128
H 3.151 -2.252 -0.888
H 1.636 -1.547 -0.365
H 3.873 -4.067 1.690
H 4.858 -3.529 3.041
H 2.673 -4.974 3.559
H 1.827 -3.437 3.351
H 3.064 -3.598 4.601
H 4.762 -1.181 3.870
H 4.163 1.152 2.553
H 3.370 1.627 0.251
H 2.830 0.314 -0.793
H 1.065 1.035 1.559
H 0.589 0.474 -0.040
H -0.064 2.839 0.233
H 1.578 3.294 0.650
H 1.198 2.747 -1.005
C -2.557 5.818 2.782
C -2.598 4.838 1.642
O -1.591 4.385 1.141
C -3.968 4.461 1.138
H -1.526 6.039 3.049
H -3.080 6.730 2.488
H -3.084 5.408 3.645
H -4.499 5.358 0.814
H -4.552 4.015 1.945
H -3.884 3.760 0.311
C 3.069 5.359 -2.099
C 2.589 4.567 -3.292
O 2.124 3.457 -3.175
C 2.713 5.237 -4.637
H 2.924 4.784 -1.188
H 4.124 5.610 -2.218
H 2.517 6.298 -2.029
H 3.757 5.485 -4.836
H 2.151 6.172 -4.641
H 2.337 4.578 -5.415
C -0.136 -5.902 -5.917
C -0.777 -6.728 -4.829
O -0.873 -6.320 -3.694
C -1.296 -8.085 -5.230
H 0.195 -4.948 -5.514
H 0.713 -6.440 -6.342
H -0.850 -5.732 -6.725
H -0.483 -8.691 -5.634
H -2.044 -7.981 -6.017
H -1.735 -8.584 -4.370
C -3.458 10.618 3.059
C -3.813 9.834 1.820
O -4.176 8.681 1.881
C -3.700 10.561 0.504
H -3.579 9.996 3.941
H -2.427 10.972 2.993
H -4.098 11.498 3.138
H -2.677 10.912 0.359
H -4.347 11.439 0.507
H -3.982 9.899 -0.311
```

Here are the Mulliken charges for atoms 1 to 4, given in e: C -1.18; C -0.37; C -0.80; C -0.80

---

Q: Which total energy values were calculated for the entries above? A: -165198.368 -46125.203 -7359.328 -17629.055 -27901.349 -232885.148 -69207.682 -122773.248 -41093.479, in eV.